60
Properties=species:S:1:pos:R:3:forces:R:3:mulliken_charge:R:1 method="wB97M-V/def2-TZVPD" homo_ha=-0.055 total_charge=-1 total_energy_ha=-2002.88607
C 3.014660 -0.891403 0.897214 -0.27 0.67 -0.64 -0.47
C 3.203571 0.735285 0.819155 2.70 1.56 3.26 0.43
N 4.076896 1.297633 1.758998 -3.78 -1.86 -4.26 -0.70
C 2.483685 1.737105 -0.286727 -0.85 0.24 0.10 -0.54
C 1.214589 1.064166 -1.075970 -0.77 -0.44 0.36 -0.98
N -0.073715 0.805374 -0.326569 -2.42 0.11 -1.79 0.57
C -0.828432 2.027264 0.161166 -0.38 2.14 1.47 -0.41
C -0.998886 2.071764 1.824252 0.01 1.34 -0.93 0.30
C -0.036326 3.268643 2.431136 -0.37 -1.04 -0.48 -0.96
F -2.423634 2.525352 2.042907 2.58 -1.09 -0.15 -0.39
C -1.002422 0.311230 -1.455772 1.78 0.75 0.13 -1.09
N -1.978447 -0.658261 -1.191410 -0.94 0.02 -0.19 0.62
C -2.948754 -1.154995 -2.239966 -0.80 -0.86 -0.68 -0.89
C -4.498546 -0.597756 -2.047206 0.60 -0.77 2.93 -0.37
C -4.616027 0.755007 -1.129559 -1.45 0.53 -0.19 -0.79
I -5.579803 -0.394692 -3.957107 0.58 -0.06 0.85 -0.04
C -2.048280 -1.232620 0.238910 1.44 -1.64 0.52 0.55
C -0.756337 -2.268613 0.474093 0.36 0.88 0.08 -0.63
F -3.260949 -2.058120 0.476990 2.07 2.12 -1.15 -0.39
N -0.690520 1.008189 -2.790818 0.52 -0.93 3.97 -0.25
S 0.012773 -0.050834 -4.039352 -0.96 -3.95 -1.89 -0.29
C 0.597979 1.771907 -2.418751 3.96 -0.28 -2.17 0.76
N 1.623766 1.336622 -3.484814 3.09 2.97 1.01 -0.54
N 0.616488 3.275592 -2.574281 0.04 -0.46 1.39 -0.62
H 3.429999 -1.328622 -0.129055 -0.83 0.74 2.25 0.21
H 3.556696 -1.367462 1.831877 -1.04 1.21 -2.16 0.28
H 1.882633 -1.195346 0.979253 2.26 0.69 -0.23 -0.15
H 4.145596 2.330219 1.614202 -0.30 -0.81 -0.10 0.26
H 3.291502 2.034180 -1.081075 -1.45 -0.61 1.39 0.32
H 2.116912 2.745669 0.236841 0.96 -2.22 -0.99 0.24
H 1.572755 -0.032360 -1.330226 -0.78 2.27 -0.04 0.55
H -0.291228 3.057127 -0.105600 -0.95 -2.25 0.30 0.41
H -1.912881 2.123054 -0.327453 2.41 -0.44 1.23 0.09
H -0.824328 1.019033 2.305636 -0.54 2.11 -0.78 0.33
H -0.337107 4.268206 1.890476 0.59 -1.97 1.18 0.29
H -0.145817 3.347058 3.593939 0.24 -0.09 -2.30 0.36
H 1.071223 2.977121 2.137693 -2.22 0.65 0.77 0.13
H -2.994074 -2.344930 -2.166893 0.10 2.60 -0.06 0.25
H -2.653991 -0.914877 -3.346555 0.02 -0.15 2.42 0.54
H -5.066865 -1.459564 -1.447686 1.11 2.01 -1.49 0.42
H -4.465095 1.754774 -1.747166 -0.03 -2.21 1.21 0.28
H -5.744691 0.798761 -0.745792 2.43 -0.08 -0.84 0.37
H -3.951236 0.766671 -0.166712 -1.08 -0.25 -2.02 0.12
H -2.030403 -0.406182 1.067065 -0.34 -1.39 -1.89 -0.07
H -0.197500 -1.921590 1.469292 -1.25 -1.14 -2.12 0.04
H -1.098893 -3.398207 0.533660 0.67 2.53 -0.07 0.39
H 0.022192 -2.107905 -0.414626 -1.80 -0.45 1.92 0.09
H -0.580614 -1.315614 -3.885803 -0.76 1.35 0.38 0.11
H 2.511089 0.991472 -3.010428 -1.66 0.20 -0.88 0.29
H 1.963646 2.187925 -4.022141 -0.73 -1.30 0.93 0.26
H 0.367022 3.591832 -3.539134 0.33 -0.76 1.16 0.36
H 1.617656 3.553248 -2.342581 -1.92 -0.34 -0.59 0.32
O 2.634774 -5.128517 5.317014 0.00 -0.06 -1.36 -0.69
C 2.605995 -5.058506 3.978466 0.36 -1.78 1.79 -0.31
C 2.304003 -3.550910 3.532186 -0.38 1.71 -1.40 -0.18
O 2.265184 -3.482952 2.193785 -0.18 0.25 0.88 -0.63
H 1.853554 -5.678971 3.460300 -0.62 0.26 0.21 0.19
H 3.527061 -5.347622 3.441948 0.47 0.46 0.20 0.19
H 3.063289 -2.932898 4.043168 0.58 -0.21 -0.23 0.22
H 1.388613 -3.257151 4.075606 -0.45 -0.49 -0.22 0.23

---

61
Properties=species:S:1:pos:R:3:forces:R:3:mulliken_charge:R:1 method="wB97M-V/def2-TZVPD" homo_ha=-0.244 total_charge=-1 total_energy_ha=-2195.57947
O -0.194939 -2.278974 0.368899 -0.06 0.20 0.35 -0.69
S -0.972068 -1.751291 -0.722973 -0.05 -0.73 -0.76 1.38
O -0.711391 -2.375716 -2.004181 -0.19 0.15 -0.12 -0.72
C -0.500191 -0.042647 -0.963335 0.06 0.41 0.93 -1.19
C -0.269452 0.742561 0.345294 0.01 0.29 -0.59 -0.04
C 0.861359 1.720665 0.108446 -0.17 -0.42 -0.38 -0.59
F 1.230294 2.367439 1.280594 -0.01 0.11 0.23 -0.33
N -2.565412 -1.818676 -0.516926 0.51 0.30 0.35 -0.47
S -3.255606 -1.154505 0.740855 -0.34 -0.36 0.10 1.19
O -2.388617 -0.831957 1.846733 0.16 0.07 0.03 -0.62
O -4.468926 -1.865604 1.055722 -0.02 -0.07 -0.10 -0.70
C -3.843973 0.419175 0.145015 -0.09 0.41 -0.18 0.24
C -3.903518 0.728576 -1.203885 -0.03 -0.18 -0.14 -0.27
C -4.399603 1.960687 -1.601938 0.02 -0.01 0.36 -0.48
N -4.823342 2.889288 -0.746180 -0.03 -0.04 -0.16 -0.64
C -4.768824 2.572745 0.544069 0.03 -0.02 0.32 -0.35
C -4.294787 1.371766 1.048349 0.03 -0.05 -0.29 -0.50
H 0.422975 -0.078659 -1.535152 0.04 -0.22 -0.21 0.58
H -1.275164 0.444813 -1.542189 -0.04 -0.10 -0.34 0.30
H -1.164809 1.321533 0.553790 -0.13 -0.11 0.40 0.11
H -0.049728 0.073620 1.168054 0.02 -0.07 0.13 0.41
H 0.558555 2.469946 -0.623116 0.07 0.23 0.04 0.29
H 1.734396 1.200734 -0.286540 0.20 0.00 0.13 0.34
H -3.580208 0.003719 -1.935885 0.04 -0.09 -0.04 0.63
H -4.457032 2.206965 -2.652024 0.00 0.07 -0.15 0.37
H -5.121127 3.322204 1.240458 -0.06 0.15 0.01 0.36
H -4.275103 1.181359 2.108817 0.03 -0.02 0.13 0.42
C -2.895197 -5.427190 -0.794016 -0.05 0.05 0.10 -1.26
C -2.326670 -6.791394 -0.431901 -0.01 0.11 -0.22 0.51
C -0.796280 -6.840556 -0.533509 0.07 -0.13 0.19 -0.71
O -0.290273 -6.909791 -1.852706 -0.03 0.09 -0.04 -0.44
C -0.172273 -5.652563 -2.510106 0.08 -0.11 -0.06 -0.60
N -2.975012 -7.832867 -1.241346 0.12 -0.09 0.07 -0.77
H -2.878987 -5.250022 -1.869040 0.05 -0.02 -0.02 0.18
H -3.931140 -5.339042 -0.468351 0.00 -0.03 0.01 0.41
H -2.321687 -4.632848 -0.316356 -0.06 0.06 -0.04 0.16
H -2.574316 -6.989906 0.615822 0.04 -0.01 0.03 0.39
H -0.447034 -7.752819 -0.037466 0.00 -0.03 -0.07 0.36
H -0.350350 -5.989247 -0.004444 -0.06 0.04 0.00 0.38
H 0.092708 -4.852085 -1.816612 -0.07 0.02 0.00 0.25
H -1.094770 -5.378843 -3.024630 0.00 0.08 0.05 0.21
H 0.617568 -5.751654 -3.255914 0.01 -0.03 0.02 0.32
H -2.656375 -8.745535 -0.927828 -0.04 0.01 0.03 0.27
H -2.612423 -7.749137 -2.187195 -0.05 0.05 -0.03 0.31
C 4.279829 6.702334 0.571589 -0.04 0.10 0.02 -1.49
C 3.821659 5.606328 1.529304 0.11 -0.03 -0.18 0.36
C 4.865996 5.248260 2.596347 -0.16 -0.02 0.14 -0.69
O 5.939693 4.451769 2.133489 0.08 0.07 -0.01 -0.38
C 6.999147 5.155878 1.521544 0.00 -0.13 -0.01 -0.65
N 3.382202 4.446838 0.754535 0.20 0.01 0.15 -0.60
H 5.001574 6.327688 -0.154450 0.02 -0.04 0.02 0.27
H 3.428022 7.085473 0.010587 -0.01 -0.04 -0.02 0.37
H 4.735351 7.537068 1.109646 0.02 -0.01 0.00 0.36
H 2.948708 5.986845 2.068663 0.01 -0.01 0.07 0.41
H 4.372927 4.650424 3.366481 0.02 -0.05 -0.03 0.33
H 5.254024 6.153252 3.084987 0.00 0.03 -0.05 0.44
H 7.163660 6.126392 2.000848 -0.01 0.03 -0.02 0.30
H 6.823950 5.307201 0.453157 0.01 0.09 0.01 0.22
H 7.900593 4.553581 1.634593 -0.01 -0.01 0.02 0.26
H 2.960899 3.757796 1.369533 -0.21 0.02 -0.09 0.22
H 4.210520 3.988604 0.383977 -0.01 0.03 -0.07 0.28

---

53
Properties=species:S:1:pos:R:3:forces:R:3:mulliken_charge:R:1 method="wB97M-V/def2-TZVPD" homo_ha=-0.325 relative_energy_kcal_mol=6.8 total_energy_ha=-1287.09160 smiles="CC(C)CCNC(=O)CCSCCC(=O)NCCC(C)C"
C 6.801122 -1.783075 0.943639 0.14 0.26 0.00 -1.56
C 7.177221 -0.426428 0.352568 -0.07 0.05 -0.05 0.70
C 7.755047 -0.595822 -1.051198 0.00 0.08 0.28 -1.55
C 5.997358 0.555169 0.375417 0.05 -0.22 -0.06 -0.62
C 4.772420 0.099257 -0.419155 0.22 -0.05 0.16 -0.72
N 3.710834 1.079816 -0.343051 0.31 0.11 -0.21 -0.15
C 2.570676 0.873977 0.344702 -0.12 0.60 -0.32 0.69
O 2.305289 -0.178177 0.889948 -0.11 -0.32 0.31 -0.70
C 1.644132 2.085489 0.382170 -0.18 -0.20 0.24 -0.77
C 0.198770 1.678672 0.630830 -0.10 -0.12 -0.42 -0.79
S -0.554779 0.917520 -0.852950 0.25 -0.01 0.05 -0.20
C -0.512341 -0.856759 -0.410776 0.06 0.39 0.06 -0.59
C -1.605499 -1.276157 0.564892 -0.06 -0.25 -0.01 -0.73
C -2.971393 -1.497372 -0.078422 0.51 0.14 0.31 0.62
O -3.591536 -2.532935 0.064057 -0.16 -0.37 0.08 -0.68
N -3.425932 -0.452060 -0.792426 -0.14 0.35 -0.35 0.19
C -4.705957 -0.450643 -1.458165 -0.32 0.03 -0.11 -1.07
C -5.646505 0.610613 -0.883257 0.28 -0.24 0.25 -0.88
C -5.892917 0.469398 0.623299 -0.25 0.10 -0.13 1.05
C -6.767608 1.625148 1.106806 0.27 -0.15 -0.01 -1.66
C -6.542768 -0.867772 0.969467 0.28 0.13 0.01 -1.43
H 6.114150 -2.314807 0.290671 -0.11 -0.12 -0.06 0.32
H 7.690867 -2.396036 1.067565 0.05 -0.12 0.01 0.44
H 6.330554 -1.661957 1.916264 -0.08 -0.06 0.13 0.37
H 7.957789 0.013333 0.985319 -0.05 -0.03 -0.04 0.30
H 8.669268 -1.183163 -1.009211 0.09 -0.08 -0.07 0.44
H 7.054294 -1.113312 -1.701337 -0.06 -0.07 -0.13 0.33
H 7.991284 0.370491 -1.491574 0.05 0.09 -0.12 0.36
H 6.335182 1.517436 -0.020786 0.00 0.07 0.04 0.35
H 5.691064 0.712501 1.412423 -0.04 0.07 0.01 0.27
H 5.030277 -0.058565 -1.469831 -0.04 -0.09 0.07 0.20
H 4.365343 -0.822856 -0.002497 0.05 0.04 -0.15 0.32
H 3.896762 1.989795 -0.734164 -0.18 -0.04 0.06 0.29
H 1.980922 2.730886 1.199666 0.06 0.03 -0.03 0.36
H 1.717744 2.645283 -0.551653 0.06 0.04 0.05 0.38
H 0.142467 0.949220 1.436763 -0.02 0.09 0.09 0.32
H -0.409419 2.549393 0.872935 0.04 -0.05 0.10 0.48
H -0.604577 -1.390721 -1.355907 0.04 -0.04 -0.01 0.46
H 0.474093 -1.040535 0.012952 -0.09 -0.08 -0.09 0.34
H -1.315771 -2.219449 1.032172 -0.13 0.05 -0.01 0.29
H -1.712749 -0.530301 1.357471 0.04 -0.04 0.03 0.28
H -2.849761 0.374020 -0.881045 0.06 -0.10 0.15 0.05
H -4.557148 -0.261377 -2.527481 -0.05 -0.10 0.07 0.34
H -5.126313 -1.449804 -1.335013 0.03 0.09 -0.10 0.46
H -6.599186 0.547062 -1.412769 -0.09 0.07 -0.05 0.39
H -5.220682 1.598620 -1.079425 -0.05 0.08 -0.06 0.39
H -4.927377 0.527031 1.138224 -0.02 0.01 -0.03 0.09
H -6.915726 1.567772 2.182684 -0.06 0.03 0.12 0.41
H -6.307524 2.583835 0.875440 0.00 0.14 -0.01 0.41
H -7.742612 1.587968 0.625181 -0.15 0.02 -0.05 0.34
H -6.797241 -0.896835 2.026721 -0.06 -0.04 0.11 0.41
H -5.867282 -1.693740 0.765361 0.01 -0.16 -0.02 0.34
H -7.455505 -1.008088 0.393731 -0.17 -0.03 -0.07 0.31

---

88
Properties=species:S:1:pos:R:3:forces:R:3:mulliken_charge:R:1 method="wB97M-V/def2-TZVPD" homo_ha=-0.390 relative_energy_kcal_mol=148.6 total_energy_ha=-6221.64214
C -2.414140 -4.498017 0.204245 -2.13 0.76 -0.55 0.27
C -2.544839 -5.211995 -1.146404 -0.92 1.78 -1.43 -0.05
O -1.465165 -6.102474 -1.284206 2.03 -0.63 0.73 -0.37
S -0.210533 -5.574090 -0.307628 0.89 1.68 0.13 0.90
O 0.628083 -4.458613 -0.913499 -3.22 -3.69 1.61 -0.28
O 0.459872 -6.676285 0.353526 -1.03 1.54 -1.57 -0.59
O -1.306152 -5.021455 0.766169 4.22 -0.81 0.95 -0.32
H -3.195188 -4.752018 0.920863 -0.37 0.09 -0.34 0.33
H -2.377314 -3.412136 0.116966 0.11 0.04 -0.16 -0.29
H -2.457455 -4.540368 -2.000437 0.13 0.61 0.25 0.05
H -3.551310 -5.598908 -1.305831 0.40 -1.17 0.36 0.34
C 4.100951 -4.217400 2.971960 1.02 1.16 -0.77 -0.16
C 3.393879 -3.885968 4.240205 -0.19 0.66 2.02 -0.40
O 2.785412 -2.595315 4.111656 -1.06 0.24 -1.98 -0.40
S 2.328453 -2.300660 2.543704 1.82 -0.25 1.81 1.34
O 2.869765 -0.973099 2.273344 -1.33 -2.42 -0.30 -0.59
O 0.919368 -2.616007 2.368388 2.37 0.34 -0.27 -0.47
O 3.385312 -3.511516 1.967019 -3.07 1.47 -1.12 -0.41
H 4.194479 -5.282807 2.761590 -0.50 0.09 -0.13 0.29
H 5.071792 -3.748325 2.812211 0.46 -0.36 1.01 0.26
H 4.010877 -3.642700 5.105210 0.51 -0.89 -0.12 0.26
H 2.657111 -4.633818 4.533429 -0.15 0.01 -0.21 0.27
C 2.456274 -2.461174 -3.545165 -0.17 0.67 3.29 -0.28
C 2.190386 -1.495944 -2.320674 -0.36 -0.16 -0.11 0.32
O 3.339671 -0.621855 -2.188276 1.09 -0.31 -1.61 -0.20
S 4.410099 -0.875992 -3.424558 -1.91 2.51 -0.70 1.03
O 5.398052 -1.783812 -2.984992 0.26 -0.63 0.02 -0.53
O 4.839566 0.387311 -4.046380 -1.54 -3.04 1.28 -0.54
O 3.249556 -1.649753 -4.367424 1.81 0.65 -0.53 -0.42
H 1.535962 -2.877664 -3.954613 0.19 0.69 -0.59 0.36
H 2.976260 -3.283569 -3.053845 0.59 -0.28 -0.72 0.39
H 2.111019 -2.027750 -1.372525 -0.12 -0.14 -0.18 -0.02
H 1.316304 -0.860631 -2.463694 0.07 0.04 -0.10 -0.15
C -0.972225 -0.420940 0.304248 1.56 -1.37 -0.73 0.36
C -0.789758 0.498208 1.437034 1.71 1.71 1.75 0.68
O -2.015462 0.659845 2.214449 -0.83 -0.85 -1.29 -0.20
S -3.051139 -0.461079 1.636501 -0.50 -0.96 -0.04 0.82
O -4.415980 0.064586 1.484880 3.43 -1.21 0.46 -0.57
O -2.750411 -1.711565 2.347460 -1.08 2.23 -1.07 -0.57
O -2.317303 -0.591744 0.177928 -4.20 0.09 0.41 -0.21
H -0.529948 -1.402779 0.473026 0.39 0.02 0.02 -0.22
H -0.599697 0.017713 -0.621447 0.01 -0.11 0.01 0.07
H -0.472018 1.453362 1.018922 -0.35 0.36 0.51 -0.24
H -0.029902 0.174058 2.148120 0.01 -0.09 -0.23 0.05
C -1.921860 4.483269 1.168514 -1.21 0.29 1.76 0.42
C -3.077196 3.812789 1.994742 0.16 -0.54 0.15 0.36
O -4.268690 3.871792 1.191631 0.28 -1.08 -2.51 -0.40
S -3.790647 3.909082 -0.413385 0.75 0.81 -1.18 0.88
O -4.726978 4.679332 -1.237545 1.69 -1.75 2.26 -0.59
O -3.187975 2.689669 -0.980434 -1.65 2.00 1.94 -0.28
O -2.547580 4.888767 0.000220 -0.91 0.00 -2.37 -0.36
H -1.165463 3.711214 1.027467 0.36 0.62 -0.20 -0.30
H -1.633542 5.421127 1.643271 0.75 -0.42 0.04 0.36
H -3.460578 4.213250 2.933223 0.76 0.42 0.00 0.31
H -2.690394 2.806233 2.153876 -0.87 -0.24 0.12 -0.36
C -0.313617 2.630312 6.126312 -2.54 -1.53 -0.26 -0.42
C -0.260669 1.406169 5.102267 1.17 -0.28 3.85 -0.44
O 0.164203 1.929504 3.934621 1.28 1.99 -2.75 0.02
S 1.023258 3.304660 4.109010 1.31 2.73 -2.14 1.02
O 0.664880 4.252745 2.997567 0.64 -3.07 3.53 -0.51
O 2.472050 3.079775 4.323071 -4.01 0.06 0.06 -0.56
O 0.209988 3.790121 5.506031 1.35 -1.17 -1.46 -0.33
H 0.050851 2.347204 7.113797 0.85 0.43 -0.30 0.34
H -1.390352 2.725942 6.266276 -0.04 0.94 0.12 0.28
H -1.171128 0.812994 5.016854 -0.09 0.51 -0.29 0.36
H 0.517122 0.780127 5.539546 0.04 -0.59 -0.36 0.24
C -2.555115 -1.988333 -6.049827 -1.51 -1.60 -0.49 -0.38
C -1.236768 -1.375338 -6.322429 1.15 1.14 -0.87 -0.27
O -0.513655 -1.257810 -5.079943 -2.14 0.15 1.34 -0.35
S -1.658911 -1.168605 -3.770916 1.53 0.72 -0.52 1.04
O -1.894933 0.206237 -3.258535 0.52 -3.95 -1.64 -0.48
O -1.144636 -2.208759 -2.860835 -1.75 2.02 -1.71 -0.27
O -2.935814 -1.617666 -4.771645 0.98 1.31 4.00 -0.37
H -2.620154 -3.075202 -6.100540 0.69 -0.24 -0.03 0.25
H -3.426269 -1.676123 -6.625767 0.54 0.48 -0.68 0.28
H -1.356844 -0.393930 -6.781259 -0.05 0.28 0.31 0.28
H -0.636932 -1.925570 -7.047375 0.09 -0.33 0.41 0.34
C 2.184575 5.968823 -1.020383 -0.95 1.61 0.11 -0.30
C 0.903180 6.157816 -1.962420 2.28 1.05 1.37 -0.25
O 0.654554 4.866085 -2.269097 -1.11 -4.61 -1.00 -0.34
S 1.651578 3.683366 -1.639904 0.15 -1.31 -1.18 1.02
O 1.896385 2.668436 -2.697767 -0.61 3.26 2.96 -0.52
O 1.300195 3.236568 -0.296995 -0.28 0.66 -2.15 -0.33
O 2.842975 4.742437 -1.433999 -0.61 0.44 -0.33 -0.34
H 1.881214 5.914353 0.025135 0.09 -0.33 0.00 0.16
H 2.822190 6.844935 -1.138586 0.48 -0.57 -0.09 0.35
H 1.191538 6.757258 -2.825908 0.09 -0.35 -0.40 0.26
H -0.006599 6.620088 -1.579392 0.31 -0.01 0.78 0.27

---

| no. | largest force on an atom (hartree/bohr) |
| --- | --- |
| 1 | 0.1166 |
| 2 | 0.0205 |
| 3 | 0.0135 |
| 4 | 0.1003 |